Formula: C69H124BrN22O9
Source: the OMol25 dataset
Level of theory: the ωB97M-V functional and the def2-TZVPD basis

Properties
Orbital gap = 0.59 eV
Total charge = +7
Lowest unoccupied orbital energy = -9.970 eV
HOMO energy = -10.557 eV

Element x y z (Å)
1 C -12.073 -11.774 -4.337
2 C -12.343 -12.095 -2.882
3 N -11.532 -11.283 -1.955
4 C -12.158 -10.235 -1.253
5 C -11.397 -10.024 -0.150
6 N -10.360 -10.923 -0.184
7 C -10.492 -11.677 -1.277
8 C -9.223 -10.779 0.794
9 H -11.099 -12.224 -4.702
10 H -11.962 -10.673 -4.501
11 H -12.923 -12.181 -4.899
12 H -12.315 -13.167 -2.667
13 H -13.393 -11.868 -2.627
14 H -13.055 -9.807 -1.597
15 H -11.593 -9.283 0.625
16 H -9.766 -12.427 -1.581
17 H -9.674 -10.433 1.716
18 H -8.541 -10.033 0.429
19 H -8.671 -11.732 0.939
20 C 2.386 0.558 16.597
21 C 2.884 -0.564 15.711
22 N 2.026 -0.961 14.509
23 C 1.931 -0.181 13.407
24 C 1.234 -0.925 12.489
25 N 0.981 -2.113 13.033
26 C 1.473 -2.113 14.279
27 C 0.281 -3.138 12.335
28 H 2.473 1.545 16.144
29 H 3.210 0.627 17.376
30 H 1.418 0.377 17.066
31 H 2.979 -1.531 16.334
32 H 3.876 -0.436 15.320
33 H 2.324 0.802 13.471
34 H 0.943 -0.666 11.494
35 H 1.608 -2.919 14.988
36 H -0.331 -2.621 11.601
37 H -0.240 -3.731 13.020
38 H 1.056 -3.742 11.782
39 C 4.997 5.524 -8.054
40 C 4.460 4.331 -7.300
41 N 4.578 4.462 -5.736
42 C 5.592 3.961 -4.942
43 C 5.427 4.430 -3.708
44 N 4.246 5.145 -3.733
45 C 3.846 5.244 -4.986
46 C 3.712 6.023 -2.706
47 H 4.279 6.325 -7.896
48 H 5.141 5.356 -9.167
49 H 6.007 5.858 -7.801
50 H 5.044 3.434 -7.423
51 H 3.330 4.046 -7.422
52 H 6.308 3.376 -5.407
53 H 6.082 4.543 -2.835
54 H 2.977 5.856 -5.217
55 H 4.567 6.691 -2.501
56 H 3.395 5.420 -1.810
57 H 2.921 6.586 -3.140
58 C 3.205 6.939 4.745
59 C 2.182 8.071 4.710
60 N 1.646 8.223 6.059
61 C 0.335 8.426 6.383
62 C 0.225 8.618 7.693
63 N 1.551 8.527 8.236
64 C 2.380 8.371 7.192
65 C 1.865 8.894 9.595
66 H 2.803 6.011 5.151
67 H 4.064 7.171 5.290
68 H 3.491 6.702 3.698
69 H 1.345 7.666 4.062
70 H 2.570 9.056 4.329
71 H -0.457 8.296 5.694
72 H -0.594 8.847 8.333
73 H 3.395 8.377 7.174
74 H 1.659 8.070 10.261
75 H 1.164 9.684 9.894
76 H 2.844 9.242 9.631
77 C 10.578 -11.960 -13.856
78 C 9.669 -11.678 -12.866
79 N 10.031 -10.520 -11.859
80 C 10.023 -9.335 -12.641
81 C 9.593 -8.386 -11.841
82 N 9.658 -8.939 -10.599
83 C 10.068 -10.338 -10.552
84 C 8.999 -8.265 -9.400
85 H 11.514 -11.800 -13.409
86 H -4.090 0.157 -9.059
87 H 10.261 -12.650 -14.841
88 H -6.011 5.802 -0.775
89 H 8.710 -12.071 -12.513
90 H 12.075 -5.372 -17.008
91 H 9.491 -7.505 -12.575
92 H 9.486 -11.051 -9.879
93 H 7.934 -8.482 -9.485
94 H 9.517 -7.561 -9.231
95 H 8.914 -8.973 -8.447
96 C -1.102 -0.151 3.982
97 C 0.314 -1.175 3.886
98 N 0.379 -2.668 4.406
99 C 1.286 -3.613 3.807
100 C 1.367 -4.724 4.645
101 N 0.615 -4.463 5.787
102 C 0.035 -3.279 5.610
103 C 0.642 -5.297 7.049
104 H -1.195 0.067 5.008
105 H -2.053 -0.500 3.408
106 H 1.814 1.477 11.397
107 H 1.165 -0.637 4.405
108 H 0.444 -1.361 2.779
109 H 1.776 -3.333 2.852
110 H 1.979 -5.596 4.516
111 H -0.491 -2.610 6.354
112 H 1.679 -5.313 7.407
113 H 0.217 -6.259 6.932
114 H -0.074 -4.888 7.781
115 C 12.378 10.649 7.900
116 C 13.331 10.208 6.872
117 N 13.782 11.202 5.885
118 C 14.294 12.461 6.171
119 C 14.416 13.133 4.984
120 N 13.949 12.279 3.997
121 C 13.583 11.143 4.565
122 C 14.145 12.459 2.559
123 H 12.836 11.377 8.578
124 H 12.043 9.773 8.510
125 H 11.408 10.951 7.440
126 H 12.888 9.468 6.241
127 H 14.208 9.798 7.389
128 H 14.522 12.808 7.197
129 H 14.908 14.047 4.787
130 H 13.255 10.252 4.087
131 H 13.241 12.283 2.077
132 H 14.981 11.784 2.229
133 H 14.453 13.539 2.425
134 C -13.429 -4.640 -15.621
135 C -12.557 -4.044 -14.491
136 N -12.358 -2.618 -14.757
137 C -12.977 -1.552 -14.150
138 C -12.469 -0.423 -14.678
139 N -11.518 -0.819 -15.647
140 C -11.519 -2.102 -15.732
141 C -10.624 0.113 -16.307
142 H -14.434 -4.298 -15.746
143 H -13.547 -5.761 -15.291
144 H -12.959 -4.551 -16.539
145 H -11.527 -4.491 -14.432
146 H -13.054 -4.106 -13.566
147 H -13.694 -1.548 -13.306
148 H -12.573 0.607 -14.522
149 H -10.801 -2.747 -16.361
150 H -11.164 0.928 -16.768
151 H -9.870 -0.481 -16.927
152 H -10.067 0.584 -15.459
153 C 14.140 -5.195 3.038
154 C 13.875 -6.597 3.151
155 N 13.880 -7.521 2.091
156 C 13.724 -8.952 2.273
157 C 14.097 -9.595 1.093
158 N 14.500 -8.522 0.235
159 C 14.302 -7.365 0.810
160 C 14.708 -8.508 -1.187
161 H 13.161 -4.857 2.765
162 H 14.909 -4.663 2.389
163 H 14.305 -4.843 4.064
164 H 14.496 -13.021 8.738
165 H 13.471 -7.209 3.906
166 H 13.291 -9.427 3.188
167 H 14.058 -10.480 0.484
168 H 14.584 -6.447 0.325
169 H 14.934 -7.412 -1.439
170 H 13.961 -9.006 -1.835
171 H 15.697 -8.906 -1.562
172 C -8.036 0.211 10.025
173 C -7.797 -0.835 11.121
174 N -6.340 -1.073 11.255
175 C -5.472 -1.616 10.339
176 C -4.201 -1.447 10.861
177 N -4.320 -0.760 12.034
178 C -5.649 -0.551 12.218
179 C -3.305 -0.304 12.997
180 H -7.660 1.136 10.376
181 H -9.130 0.208 9.782
182 H -7.559 -0.123 9.079
183 H -8.206 -1.853 10.940
184 H -8.138 -0.375 12.089
185 H -5.842 -2.192 9.505
186 H -3.219 -1.917 10.687
187 H -5.995 0.050 13.031
188 H -3.925 0.039 13.800
189 H -2.717 0.511 12.511
190 H -2.615 -1.161 13.236
191 C -10.889 9.835 -10.189
192 C -10.889 10.163 -11.625
193 N -11.955 11.178 -11.897
194 C -12.670 11.799 -11.034
195 C -13.605 12.831 -11.726
196 N -13.223 12.745 -13.000
197 C -12.220 11.819 -13.128
198 C -13.871 13.477 -14.143
199 H -10.794 10.678 -9.573
200 H -10.114 9.036 -10.057
201 H -11.701 9.351 -9.631
202 H -10.975 9.337 -12.236
203 H -9.982 10.745 -11.835
204 H -12.563 11.797 -9.976
205 H -14.192 13.561 -11.247
206 H -11.712 11.464 -14.046
207 H -13.160 13.494 -14.973
208 H -14.130 14.475 -13.747
209 H -14.757 12.880 -14.558
210 Br -1.469 1.651 3.563
211 O -5.499 -6.086 -3.267
212 C -5.565 -5.368 -4.355
213 O -4.773 -4.203 -4.564
214 O -6.141 -5.767 -5.287
215 H -5.045 -5.779 -2.484
216 O -6.193 -2.142 -3.786
217 C -5.147 -2.451 -2.934
218 O -4.949 -2.023 -1.899
219 O -4.511 -3.515 -3.350
220 H -6.181 -2.684 -4.579
221 O -1.272 -0.229 9.122
222 C -1.134 -1.101 8.060
223 O -1.270 -0.536 6.980
224 O -0.885 -2.255 8.287
225 H -1.754 0.541 8.743

Atomic forces in eV per Å
1.1 0.1 -0.5
-0.9 0.1 -0.6
-2.3 0.1 0.5
1.8 -1.1 0.3
-1.1 0.7 -0.4
0.9 0.6 0.9
1.9 -0.2 0.7
-0.4 -1.1 -0.6
-1.2 0.3 0.4
-0.4 -0.9 0.1
0.5 0.2 -0.2
0.7 0.2 0.1
0.5 0.2 -0.2
-0.8 0.4 -0.3
0.5 -0.5 -0.2
-0.4 0.0 0.1
0.1 -0.2 0.2
0.2 0.3 -0.2
-0.6 0.6 -0.1
1.8 0.3 0.6
-1.0 -2.8 0.5
1.6 1.5 1.6
-0.6 -0.1 -0.2
0.9 2.3 -0.5
0.2 -0.3 1.7
0.0 -1.9 0.7
1.8 -0.3 -1.9
-0.5 -0.1 -0.3
-1.2 -0.2 -0.5
0.2 0.1 -0.1
-0.4 1.4 -0.9
0.4 0.5 -0.3
0.0 0.6 -0.8
-0.1 0.3 -0.3
-0.6 -0.3 -0.4
-0.3 -0.4 -0.1
-1.0 -1.0 0.8
-1.0 0.3 0.5
-0.1 0.3 -1.1
-1.3 -1.3 1.9
0.3 0.5 -2.0
-0.6 0.3 -1.2
-0.1 0.7 1.8
0.4 0.8 -0.2
-1.7 0.0 0.4
1.5 -0.7 1.3
0.3 0.4 -0.3
-0.8 -0.2 1.3
-0.2 -0.2 0.7
0.0 -0.3 -0.6
2.2 0.8 -0.3
1.4 -1.0 -0.4
-0.4 -0.8 -0.5
0.3 -0.4 -0.5
-0.7 0.0 0.6
0.3 0.8 -0.9
-0.8 0.4 0.0
-0.8 -0.5 -1.9
-0.4 -1.0 -0.8
0.5 1.0 1.3
-0.3 -0.6 -0.4
2.1 -0.2 1.6
-1.4 0.8 -2.6
-3.8 -0.4 -0.4
-2.0 -0.1 0.5
-0.3 0.2 0.1
1.5 0.5 0.8
0.0 0.2 0.6
0.7 1.0 0.7
-0.4 -1.1 0.3
-0.4 0.1 -0.7
-0.4 -0.1 0.2
2.7 -0.1 0.4
0.4 -0.4 0.1
0.4 0.0 -0.2
1.7 0.5 0.4
-4.5 -2.4 0.3
2.0 0.4 1.0
1.5 -2.3 -4.9
0.3 -4.1 -3.1
0.9 0.9 -0.3
-1.1 0.4 5.3
-4.3 2.8 -1.0
-6.0 -13.7 -1.1
1.8 0.8 -1.0
0.0 0.0 0.1
1.3 2.0 3.2
0.1 0.0 0.0
0.1 0.3 -1.1
0.0 0.0 0.0
-0.3 0.0 3.1
1.4 1.2 -0.5
-0.4 2.2 -1.0
5.5 10.5 2.6
1.7 1.0 -1.6
-0.6 -3.3 -0.4
-0.8 0.9 -1.2
0.8 -2.0 1.2
-0.9 0.3 0.6
0.2 2.0 -1.2
-0.1 0.0 -0.5
-0.6 3.6 -0.2
-0.5 1.7 0.0
-0.7 -1.5 1.4
2.1 -0.8 1.7
0.0 0.2 -0.2
-1.1 -0.7 -0.9
0.4 0.5 1.3
-0.4 -0.7 0.9
-0.1 -0.2 0.1
0.2 -1.3 -0.2
-0.5 0.0 0.0
0.1 -1.2 -1.0
0.8 0.7 -0.3
-2.0 0.0 0.8
1.3 -0.9 -0.5
-0.2 1.6 0.2
0.1 0.4 0.3
-0.2 -1.6 0.8
0.7 0.1 0.4
0.1 -0.2 1.0
2.6 1.3 0.6
-0.5 0.1 -0.1
0.8 0.6 -0.4
0.8 0.5 0.4
-0.2 -0.9 -0.1
0.0 0.0 -0.5
-0.2 -0.4 -1.0
0.1 0.8 -0.3
-0.3 -0.3 -0.5
-1.4 -0.4 -1.1
-0.9 0.7 0.1
-0.4 -1.4 -0.1
0.1 -3.1 3.1
0.4 0.1 -2.1
0.9 1.3 -1.3
-0.4 0.5 1.0
1.5 -0.9 -1.4
-1.5 1.7 0.6
0.7 -3.9 0.8
2.0 -0.3 0.8
-0.5 0.8 0.5
0.3 1.9 -1.1
1.1 -0.2 -1.8
-1.2 0.1 0.0
-0.4 -0.2 1.3
0.6 -0.7 -0.9
-0.5 1.0 0.5
-1.5 1.2 1.1
-0.1 -0.3 -0.7
-1.3 1.2 0.5
-0.1 -0.3 -0.8
0.2 1.6 0.6
0.7 -3.9 -2.2
1.0 -0.7 -0.1
-0.3 -0.9 -0.9
0.2 3.7 -0.8
-0.7 -2.2 -0.1
-0.1 1.5 1.8
2.4 0.9 -2.2
-0.7 1.5 -0.5
-0.7 -1.5 0.5
0.0 0.2 -0.3
0.0 0.0 0.0
-0.3 0.7 1.9
0.7 0.9 -0.9
-0.2 -0.9 1.2
-0.2 0.2 0.4
-1.1 -1.5 0.0
-0.1 0.7 0.7
-0.9 -0.3 1.1
-1.2 -2.4 -1.0
0.0 -0.1 0.2
-0.5 0.6 -0.5
1.0 -0.6 0.4
0.5 -1.1 -0.1
-2.0 -0.1 -0.2
2.3 0.8 1.3
0.9 -0.5 -1.5
0.2 1.1 0.0
0.9 0.5 0.5
0.0 0.5 0.6
-0.3 1.0 0.1
0.2 -1.0 -0.8
0.2 0.2 0.0
-0.8 0.6 -0.8
-0.5 0.0 0.2
0.5 0.2 0.9
-0.4 -0.6 0.6
-0.9 1.0 0.1
0.5 -2.8 1.4
-0.2 3.1 0.9
0.1 1.3 -4.5
-5.3 5.1 1.0
4.5 -4.4 2.6
1.1 -1.3 -1.1
0.1 -1.5 0.0
-0.4 -1.0 -0.2
1.3 1.3 0.8
0.0 1.2 0.2
-0.8 -0.2 -1.3
-0.4 -1.5 -1.5
0.1 -0.6 -0.1
-0.1 -0.6 0.5
-0.8 0.6 0.1
-0.8 0.6 0.6
0.0 0.4 0.3
0.0 -0.6 -0.6
1.1 1.0 1.1
1.3 2.2 -1.4
-0.1 -0.2 1.1
1.2 0.2 -0.3
-1.4 0.3 0.4
-1.0 0.0 -1.7
0.5 0.8 0.0
0.8 0.8 1.4
-5.3 -0.7 -5.6
1.2 2.3 4.1
3.9 -3.5 0.8
0.2 -0.1 -0.3
-1.0 0.3 1.0
-0.3 2.6 0.3
-0.2 0.4 -2.6
0.7 -3.2 1.1
0.9 -0.6 0.3